(1)
Formula: C39H39CaF9N7O5P2
Source: OMol25
Level of theory: wB97M-V/def2-TZVPD

Calculated values
Net charge: +1

```
102
Properties=species:S:1:pos:R:3:mulliken_charge:R:1
Ca -0.4734 0.0777 -1.0255 2.610
C 2.5953 -2.7410 -0.5652 -1.831
C 3.0707 -1.3099 -0.2552 0.135
P 3.1442 -0.8404 1.5428 0.475
C 4.9548 -0.7366 1.8073 0.698
C 5.5150 0.2562 2.6089 -0.550
C 6.8772 0.2660 2.8710 -0.684
C 7.6978 -0.7209 2.3440 -0.506
C 7.1477 -1.7237 1.5589 -0.688
C 5.7855 -1.7330 1.2966 -0.503
C 2.7213 0.9479 1.4144 0.203
C 1.7593 1.4679 2.2744 -0.095
C 1.4445 2.8252 2.2616 -1.380
C 2.0945 3.6752 1.3790 -0.236
C 3.0502 3.1655 0.5032 -0.687
C 3.3585 1.8148 0.5219 -0.544
C 1.0787 -2.9478 -0.7109 -0.465
P 0.0696 -2.4472 0.7638 1.490
C -1.6233 -2.8866 0.2008 0.269
C -1.9837 -3.0402 -1.1341 0.048
C -3.3117 -3.2714 -1.4871 -0.527
C -4.2877 -3.3528 -0.5119 -0.712
C -3.9362 -3.2106 0.8280 -0.797
C -2.6206 -2.9784 1.1794 -1.016
C 0.3706 -3.8079 1.9529 0.650
C 0.7674 -3.5378 3.2569 -0.162
C 0.9810 -4.5749 4.1567 -0.650
C 0.8009 -5.8884 3.7549 -0.493
C 0.3882 -6.1666 2.4565 -0.765
C 0.1667 -5.1322 1.5634 -0.700
H 2.9631 -3.4375 0.1942 0.319
H 3.0443 -3.0397 -1.5140 0.512
H 2.3987 -0.5817 -0.7094 -0.951
H 4.0516 -1.1528 -0.7062 0.986
H 4.8885 1.0335 3.0310 0.380
H 7.2977 1.0480 3.4897 0.404
H 8.7602 -0.7110 2.5477 0.388
H 7.7785 -2.5022 1.1505 0.420
H 5.3730 -2.5322 0.6904 0.271
H 1.2741 0.8071 2.9843 0.547
H 0.7197 3.2201 2.9638 0.655
H 1.8832 4.7380 1.3944 0.540
H 3.5820 3.8311 -0.1662 0.430
H 4.1325 1.4336 -0.1351 0.480
H 0.8793 -4.0013 -0.9172 0.762
H 0.7307 -2.3887 -1.5850 0.274
H -1.2485 -2.9818 -1.9263 0.155
H -3.5728 -3.3839 -2.5305 0.532
H -5.3212 -3.5198 -0.7837 0.435
H -4.6985 -3.2722 1.5938 0.430
H -2.3568 -2.8704 2.2263 0.536
H 0.9193 -2.5154 3.5707 0.300
H 1.2917 -4.3525 5.1689 0.441
H 0.9728 -6.6974 4.4523 0.401
H 0.2302 -7.1902 2.1437 0.430
H -0.1859 -5.3589 0.5633 0.253
N -0.6695 3.0221 0.3436 -0.301
N 0.2029 3.8113 -0.3990 -0.237
C 1.0306 3.2317 -1.2777 -0.655
N 1.8587 3.9912 -1.9799 -0.266
N 0.9256 1.8934 -1.3362 0.283
N 1.6128 1.2146 -2.2848 1.047
O 2.4518 1.6868 -3.0090 -0.860
O 1.2893 0.0160 -2.3217 -0.680
H -1.6238 3.3386 0.2246 0.306
H -0.3940 3.0153 1.3211 0.113
H 0.2689 4.8059 -0.2360 0.233
H 1.7959 4.9945 -1.9414 0.207
H 2.4454 3.5458 -2.6712 0.199
F -1.0073 0.5003 -5.8746 -0.275
C -1.4058 -0.3644 -4.9335 0.589
F -2.1732 -1.2774 -5.5346 -0.273
F -0.3272 -0.9949 -4.4716 -0.205
C -2.1593 0.3519 -3.7351 0.617
O -1.7920 -0.1439 -2.5438 -0.216
C -3.6964 0.1672 -3.9348 0.238
F -4.1215 0.5020 -5.1522 -0.275
F -4.3571 0.9431 -3.0532 -0.320
F -4.0512 -1.0918 -3.6879 -0.159
C -1.8351 1.8816 -3.7621 0.263
F -0.4975 2.0735 -3.8539 -0.256
F -2.4181 2.5682 -4.7317 -0.281
F -2.1858 2.4482 -2.5875 -0.257
O -7.4821 0.7247 -2.4873 -0.471
C -7.6081 0.0919 -1.2338 -0.479
N -6.3572 0.3637 -0.5582 -0.065
C -5.8881 -0.4479 0.4089 -0.092
O -6.5173 -1.3895 0.8577 -0.650
C -4.5300 -0.1157 0.9606 0.696
C -4.3539 -0.1486 2.3352 -0.355
C -3.0923 0.0815 2.8549 -1.200
C -2.0455 0.2876 1.9786 0.065
N -2.1895 0.3124 0.6477 0.619
C -3.4256 0.1324 0.1578 -1.252
H -8.2845 0.5772 -2.9970 0.288
H -7.7346 -0.9899 -1.3118 0.342
H -8.4448 0.5063 -0.6629 0.342
H -5.7918 1.1020 -0.9449 0.233
H -5.1959 -0.3765 2.9763 0.500
H -2.9126 0.0658 3.9209 0.492
H -1.0352 0.4266 2.3482 -0.021
H -3.5139 0.1288 -0.9213 0.514
```

---

(2)
Formula: C4H8FN
Source: OMol25
Level of theory: wB97M-V/def2-TZVPD

```
14
Properties=species:S:1:pos:R:3:mulliken_charge:R:1
C -0.5263 -0.4061 0.3525 -0.043
C -0.2679 1.0780 -0.1199 -0.508
C 1.3073 0.8177 0.0165 -0.775
C 0.9110 -0.5960 -0.2729 0.051
H -1.8923 -1.8584 0.0082 0.255
H -2.5020 -0.5375 0.3571 0.288
H -0.4862 -0.2412 1.6812 0.220
H -0.4271 0.9831 -1.3706 0.201
H -0.8773 1.8200 0.4589 0.383
H 2.2906 1.1340 -0.5418 0.256
H 1.6635 0.9001 0.9636 0.358
H 0.7411 -0.7061 -1.3425 0.288
N -1.7274 -0.9330 -0.2575 -0.629
F 1.7930 -1.4546 0.0672 -0.345
```

---

no.,energy (eV),E_HOMO (eV),LUMO (eV)
1,-123214.281,-10.356,-3.226
2,-8482.077,-9.930,1.046